[1]
Below is C14H25NO9 in the gas phase, with properties calculated with ωB97M-V with the def2-TZVPD basis set.

XYZ file:
```
49
Properties=species:S:1:pos:R:3:mulliken_charge:R:1
C 0.40274 -1.11436 0.89087 -0.886
O 1.64971 -1.01373 0.22338 -0.356
C 2.76283 -1.08626 1.06957 0.086
O 3.06736 0.12876 1.68976 -0.485
C 3.50704 1.20841 0.87306 -0.065
C 2.42558 2.28013 0.67449 -1.005
O 1.50406 1.92548 -0.35339 -0.149
C 0.20548 2.00569 -0.09283 0.774
O -0.28125 2.34203 0.95418 -0.602
C -0.61020 1.63820 -1.32848 -0.915
N -2.01962 1.60794 -1.04415 -0.126
C -2.64308 0.42421 -0.77944 0.696
O -2.15656 -0.65495 -1.03040 -0.702
O -3.85330 0.65837 -0.26771 -0.449
C -4.75043 -0.43756 0.04473 1.725
C -5.09337 -1.21814 -1.22315 -1.626
C -4.12269 -1.34773 1.10007 -1.625
C -5.99393 0.25365 0.60431 -1.719
C 4.08210 0.73846 -0.46383 0.245
O 4.89608 1.75451 -0.98789 -0.607
C 4.90068 -0.53613 -0.20530 -0.115
O 5.60515 -0.90543 -1.35893 -0.640
C 3.94974 -1.66709 0.24923 -0.201
O 3.49633 -2.37676 -0.87382 -0.721
H -0.36316 -1.11607 0.11742 0.225
H 0.25022 -0.27240 1.56999 0.336
H 0.35360 -2.04775 1.46100 0.436
H 2.53885 -1.75445 1.91605 0.522
H 4.31616 1.68438 1.44203 0.500
H 2.92054 3.20244 0.35925 0.420
H 1.88236 2.43894 1.61091 0.416
H -0.39613 2.36519 -2.11798 0.345
H -0.31273 0.64517 -1.67434 0.363
H -2.41619 2.42594 -0.60526 0.282
H -4.20214 -1.69145 -1.62546 0.326
H -5.50546 -0.54791 -1.97438 0.378
H -5.82756 -1.98491 -0.99288 0.464
H -4.84511 -2.09612 1.41313 0.467
H -3.82186 -0.76176 1.96581 0.375
H -3.24798 -1.84802 0.69426 0.339
H -5.73262 0.83174 1.48645 0.404
H -6.41143 0.92755 -0.13886 0.411
H -6.74135 -0.48676 0.87261 0.409
H 3.26345 0.51084 -1.16469 0.060
H 5.54569 1.31817 -1.55877 0.419
H 5.63853 -0.32162 0.57743 0.388
H 5.07400 -1.59187 -1.79739 0.395
H 4.51068 -2.37492 0.86971 0.368
H 2.59921 -2.06205 -1.07040 0.422
```

Properties
Charge = 0
Calculated total energy = -1280.418626 Eh
LUMO energy = 0.702 eV
Frontier orbital gap = 10.571 eV
SMILES = CO[C@@H]1O[C@H](COC(=O)CNC(=O)OC(C)(C)C)[C@@H](O)[C@H](O)[C@@H]1O
ΔE to the lowest compared entry with this formula, charge and spin = 7.5 kJ/mol
Spin multiplicity = 1

---

[2]
Below is a molecular structure, C14H25O2Rh, with properties calculated with ωB97M-V with the def2-TZVPD basis set.

XYZ file:
```
42
Properties=species:S:1:pos:R:3:mulliken_charge:R:1
Rh 0.08613 0.08705 -0.26422 0.633
C -0.97213 -0.49506 1.43797 0.274
C -1.15345 -1.52100 0.42979 1.051
C -1.77430 -0.91258 -0.68882 0.653
C -2.00324 0.49263 -0.38535 1.064
C -1.55077 0.73950 0.94066 0.752
C -1.59048 2.01608 1.70219 -1.657
C -2.64198 1.46094 -1.31669 -1.770
C -2.13725 -1.55532 -1.98304 -1.555
C -0.77389 -2.95359 0.56098 -1.897
C -0.38028 -0.66869 2.78715 -1.592
H -2.22603 1.88523 2.58078 0.357
H -1.99510 2.83396 1.11214 0.394
H -0.59880 2.29913 2.05635 0.347
H -3.71642 1.26452 -1.36131 0.392
H -2.25507 1.34979 -2.33045 0.406
H -2.50571 2.49031 -0.99497 0.396
H -3.17397 -1.32054 -2.22996 0.377
H -2.03140 -2.63621 -1.94584 0.418
H -1.52441 -1.17513 -2.80394 0.340
H -1.59983 -3.49384 1.03102 0.355
H 0.10321 -3.08606 1.19241 0.417
H -0.58945 -3.41691 -0.40565 0.457
H 0.13403 0.23307 3.11814 0.378
H 0.30424 -1.51300 2.83159 0.392
H -1.18912 -0.85665 3.50022 0.368
C 2.35674 -1.97455 -1.23053 -0.699
O 2.00794 -0.84628 -0.38976 -0.324
C 3.08125 0.11948 -0.29967 -0.484
C 2.60832 1.22307 0.60488 -0.639
O 1.34295 1.74293 0.12299 -0.130
C 1.48607 2.79216 -0.87525 -0.818
H 3.25444 -2.44349 -0.83157 0.275
H 2.52784 -1.63835 -2.25294 0.342
H 1.52641 -2.67197 -1.19051 0.221
H 3.32422 0.47743 -1.30356 0.443
H 3.96186 -0.36660 0.12436 0.408
H 3.33797 2.03069 0.66097 0.466
H 2.41094 0.84804 1.60882 0.241
H 2.08851 3.59234 -0.44996 0.313
H 0.48567 3.15865 -1.08753 0.277
H 1.95431 2.40883 -1.78189 0.355
```

Properties
Charge = +2
Calculated total energy = -808.880279 Eh
LUMO energy = -8.243 eV
Frontier orbital gap = 9.013 eV
ΔE to the lowest compared entry with this formula, charge and spin = 0.0 kJ/mol
Spin multiplicity = 1

---

[3]
Below is a molecular structure, C14H26BaN4OP2 in a non-equilibrium geometry, with properties calculated with ωB97M-V with the def2-TZVPD basis set.

XYZ file:
```
48
Properties=species:S:1:pos:R:3:lowdin_spin:R:1
Ba -1.08328 0.47440 0.36776 0.008
P -3.25625 -2.15528 0.50529 0.057
P -0.27724 3.72873 -0.03270 0.000
N -0.07813 -1.71760 -0.91171 0.303
N 1.17553 0.76371 -1.01454 0.003
H 1.62061 -2.48285 -1.95336 0.012
H 2.93366 -0.34002 -1.52570 0.000
H 1.93269 -1.98738 -0.25729 0.016
C 1.36137 -1.72956 -1.17852 0.034
H 1.66209 -0.34618 -2.78274 0.000
C 1.83914 -0.37283 -1.68499 0.000
H 0.11086 -3.72986 -0.42026 -0.001
H 2.58987 1.99552 -1.90908 0.000
C -0.59190 -2.87987 -0.53210 0.018
C 1.66203 1.95796 -1.29191 0.000
C -1.93241 -3.12617 -0.20322 0.477
C 1.18374 3.23454 -0.93679 0.001
H -2.10366 -4.21995 -0.12041 0.020
H 1.84262 4.02994 -1.30079 0.000
H -1.24714 2.91522 -0.75590 0.000
H -0.05962 2.89690 1.13974 0.000
H -3.22231 -1.09593 -0.47232 0.013
H -2.51313 -1.56076 1.61244 0.026
H -0.12436 0.86926 -3.24259 0.000
C -1.16301 0.55271 -3.42221 0.000
C -2.02271 1.77221 -3.60316 0.000
C -1.19037 -0.34586 -4.63553 0.000
O -1.67062 -0.10801 -2.19656 0.008
H -1.79671 2.26348 -4.55232 0.000
H -3.08071 1.49517 -3.62456 0.000
H -1.87515 2.51175 -2.81413 0.000
H -0.46086 -1.16483 -4.56797 0.000
H -2.20132 -0.75033 -4.78896 0.000
H -0.93560 0.25092 -5.52406 0.000
H -1.13290 -0.98396 -1.89996 0.003
N 1.57990 -0.07098 6.66523 0.000
C 1.25639 -0.05281 5.33935 0.000
C 2.12712 -0.60960 4.37090 0.000
C 1.74903 -0.57908 3.02649 0.000
N 0.57257 -0.03641 2.61089 0.000
C -0.25191 0.51011 3.54110 0.000
C 0.04242 0.52019 4.90482 0.000
H 2.44039 -0.47818 6.99330 0.000
H 0.95945 0.32097 7.35618 0.000
H 3.07552 -1.05746 4.66368 0.000
H 2.40373 -1.00377 2.25727 0.000
H -1.19519 0.96004 3.18475 0.000
H -0.65425 0.96178 5.61719 0.000
```

Properties
<S²> = 0.78
Charge = +1
Calculated total energy = -1551.231082 Eh
LUMO energy (spin up / spin down) = -2.893 / -5.524 eV
Frontier orbital gap (spin up / spin down) = 6.412 / 3.774 eV
ΔE to the lowest compared entry with this formula, charge and spin = 0.0 kJ/mol
Spin multiplicity = 2

---

[4]
Below is 6 unconnected molecules or ions with the total composition C14H26Br10FNOS in a non-equilibrium geometry, with properties calculated with ωB97M-V with the def2-TZVPD basis set.

XYZ file:
```
54
Properties=species:S:1:pos:R:3:mulliken_charge:R:1
O -3.39638 -6.29267 -1.03986 -0.510
C -2.93794 -5.19690 -1.39768 0.421
C -3.25880 -3.81535 -0.63371 -0.643
C -2.64555 -2.62655 -1.51656 0.772
F -3.69181 -1.65614 -1.69831 -0.321
S -1.23322 -1.73369 -0.73191 -0.098
C -2.43448 -3.41989 -2.89124 -0.610
N -2.07795 -4.84532 -2.55472 -0.471
H -2.75237 -3.90612 0.38255 0.225
H -4.36136 -3.53868 -0.52057 0.268
H -0.89440 -2.29346 0.48903 0.006
H -3.50103 -3.54622 -3.27886 0.328
H -1.65598 -2.96558 -3.59390 0.334
H -1.14097 -4.86375 -2.09980 0.250
Br 2.45539 0.79275 -0.20253 -0.055
C 1.10470 1.36664 1.07830 -0.030
C 1.44430 0.90630 2.47336 -0.529
Br 1.04887 -0.98792 2.70507 -0.141
H 0.14606 0.99000 0.72089 0.111
H 1.10516 2.45578 1.02163 -0.020
H 0.82248 1.41829 3.20948 0.398
H 2.49385 1.04683 2.73118 0.293
Br 2.92598 4.60273 -0.53340 -0.085
C 1.50003 5.71333 -1.26475 -0.591
C 0.36239 5.85959 -0.28535 -0.618
Br -0.73741 4.25063 -0.23463 -0.044
H 1.19955 5.26256 -2.21017 0.365
H 1.96571 6.68038 -1.46068 0.337
H -0.31420 6.65638 -0.59848 0.351
H 0.69364 6.05140 0.73491 0.359
Br 5.52637 2.66480 1.66424 -0.128
C 7.20513 2.45306 0.69752 -0.555
C 6.96680 2.30049 -0.78382 -0.520
Br 6.33819 0.50799 -1.21841 -0.130
H 7.72266 1.60315 1.14116 0.367
H 7.76887 3.36388 0.90464 0.329
H 7.90035 2.41580 -1.33676 0.333
H 6.22897 3.00022 -1.17594 0.289
Br -3.12858 1.91759 -0.28194 -0.123
C -4.55576 3.02294 -1.01495 -0.588
C -5.69396 3.16765 -0.03627 -0.595
Br -6.79075 1.55784 0.01705 -0.137
H -4.85428 2.57052 -1.96009 0.394
H -4.09201 3.99130 -1.21146 0.304
H -6.37198 3.96265 -0.35071 0.350
H -5.36313 3.36116 0.98367 0.351
Br 0.65476 -4.43116 0.21650 -0.114
C 0.52395 -4.77418 2.13121 -0.632
C 0.40233 -6.24975 2.41518 -0.610
Br -1.39860 -6.89274 2.04152 -0.136
H -0.32038 -4.19260 2.50158 0.368
H 1.44713 -4.37495 2.55448 0.389
H 0.56256 -6.45134 3.47550 0.362
H 1.08704 -6.85970 1.82680 0.378
```

Properties
Charge = 0
Calculated total energy = -26917.199207 Eh
LUMO energy = 0.288 eV
Frontier orbital gap = 9.465 eV
SMILES = O=C1C[C@@](F)(S)CN1.BrCCBr.BrCCBr.BrCCBr.BrCCBr.BrCCBr
Spin multiplicity = 1

---

Question: Which of these has the highest spin multiplicity?
Answer: C14H26BaN4OP2

---

Question: The highest charge belongs to which entry?
Answer: C14H25O2Rh

---

Question: What is the charge in the first record?
Answer: 0